No. 1
ORCA calculation (ωB97M-V/def2-TZVPD) on a structure of composition C42H49FN6O3Pd at a distorted geometry.

Last column: Löwdin charge in e.
Geometry (Å):
1 Pd 0.189 -1.367 1.625  1.0283
2 C -2.991 -2.499 1.680  -0.0288
3 C -3.140 -1.518 2.806  -0.2298
4 C -4.322 -0.833 3.040  -0.0368
5 C -4.428 0.041 4.109  -0.0596
6 C -3.350 0.255 4.947  -0.0337
7 C -2.147 -0.404 4.741  -0.2291
8 C -0.980 -0.186 5.652  -0.0228
9 C -2.052 -1.295 3.666  -0.2532
10 N -0.855 -1.979 3.404  0.0565
11 C -0.591 -3.128 3.927  -0.2169
12 C -1.496 -3.807 4.901  0.0267
13 C 0.636 -3.792 3.498  -0.2199
14 C 1.115 -4.981 4.261  0.0125
15 N 1.161 -3.352 2.404  0.1196
16 C 2.333 -3.802 1.823  -0.2141
17 C 2.274 -4.182 0.464  -0.2073
18 C 0.973 -4.080 -0.274  -0.0311
19 C 3.400 -4.702 -0.149  -0.0325
20 C 4.592 -4.808 0.549  -0.0452
21 C 4.673 -4.351 1.851  -0.0265
22 C 3.566 -3.829 2.505  -0.2038
23 C 3.732 -3.250 3.875  -0.0248
24 H -3.813 -2.419 0.975  0.0889
25 H -2.978 -3.519 2.067  0.0900
26 H -2.043 -2.338 1.136  0.0504
27 H -5.174 -0.995 2.397  0.1196
28 H -5.355 0.563 4.287  0.1107
29 H -3.438 0.930 5.784  0.1213
30 H -0.984 0.827 6.048  0.0881
31 H -0.041 -0.363 5.129  0.0754
32 H -1.038 -0.873 6.497  0.0925
33 H -2.381 -3.200 5.091  0.0970
34 H -0.973 -3.986 5.840  0.1072
35 H -1.807 -4.772 4.500  0.1082
36 H 0.293 -5.672 4.430  0.0939
37 H 1.499 -4.683 5.235  0.1063
38 H 1.898 -5.492 3.709  0.0985
39 H 0.377 -3.215 0.078  0.0346
40 H 0.384 -4.986 -0.125  0.0923
41 H 1.152 -3.960 -1.340  0.0873
42 H 3.349 -5.022 -1.181  0.1186
43 H 5.465 -5.222 0.067  0.1129
44 H 5.612 -4.396 2.384  0.1228
45 H 4.699 -2.756 3.947  0.0957
46 H 3.714 -4.036 4.630  0.0820
47 H 2.955 -2.520 4.095  0.0809
48 C 3.081 -0.109 -5.491  -0.0539
49 C 3.641 0.750 -4.358  -0.1788
50 N 2.779 0.708 -3.188  -0.0369
51 C 3.153 -0.024 -2.112  0.0484
52 C 2.343 -0.350 -1.067  -0.0174
53 C 2.959 -0.970 0.198  -0.6207
54 O 4.098 -1.395 0.116  0.0626
55 O 2.283 -0.890 1.269  -0.1082
56 C 0.954 -0.038 -1.160  -0.2964
57 O 0.040 -0.595 -0.528  -0.0696
58 C 0.667 1.026 -2.122  -0.0380
59 C -0.503 1.768 -1.985  0.0900
60 C -0.773 2.813 -2.824  -0.1820
61 F -1.865 3.565 -2.523  0.0463
62 C 0.042 3.124 -3.929  -0.1382
63 C 1.214 2.384 -4.057  0.0719
64 C 1.573 1.372 -3.146  -0.1206
65 N -0.350 4.076 -4.887  -0.0885
66 C 0.509 5.167 -5.294  -0.1231
67 C 0.145 5.635 -6.707  -0.0874
68 N -1.291 6.020 -6.751  0.0570
69 C -2.120 4.858 -6.348  -0.0897
70 C -1.741 4.472 -4.927  -0.1491
71 H 3.704 -0.006 -6.375  0.0823
72 H 2.063 0.182 -5.743  0.0707
73 H 3.076 -1.157 -5.205  0.0840
74 H 3.770 1.784 -4.688  0.1148
75 H 4.621 0.371 -4.066  0.1286
76 H 4.171 -0.388 -2.088  0.1498
77 H -1.176 1.547 -1.173  0.1056
78 H 1.881 2.616 -4.871  0.1083
79 H 1.551 4.855 -5.292  0.1348
80 H 0.414 6.028 -4.611  0.1428
81 H 0.296 4.835 -7.433  0.1458
82 H 0.764 6.488 -6.988  0.1441
83 H -1.553 6.351 -7.686  0.1955
84 H -1.464 6.792 -6.093  0.1920
85 H -1.912 4.034 -7.032  0.1481
86 H -3.180 5.104 -6.396  0.1456
87 H -2.371 3.634 -4.640  0.1422
88 H -1.956 5.314 -4.251  0.1413
89 C -4.056 3.714 2.052  -0.0247
90 C -2.997 2.682 1.868  -0.2482
91 C -3.140 1.680 0.910  -0.0089
92 C -2.180 0.693 0.817  -0.1620
93 N -1.097 0.657 1.590  0.0253
94 C -0.925 1.630 2.479  -0.1004
95 C -1.846 2.649 2.654  0.0035
96 H -4.485 4.018 1.100  0.0876
97 H -3.675 4.594 2.563  0.0867
98 H -4.863 3.294 2.654  0.0932
99 H -3.993 1.667 0.245  0.1273
100 H -2.272 -0.094 0.078  0.1137
101 H -0.013 1.596 3.067  0.1264
102 H -1.662 3.416 3.392  0.1230

The LUMO energy (alpha / beta) comes out at -5.8 / -5.8 eV. Its max |F| is 3.2 eV/Å. The HOMO energy (alpha / beta) comes out at -0.4474 / -0.4473 Eh. Its net charge is +2. The value obtained for the total energy is -2411.37305 a.u. The molar mass comes out at 811.31 g/mol.

No. 2
ORCA calculation (ωB97M-V/def2-TZVPD) on a structure of composition C42H49FN8O6RuS at a distorted geometry.

Last column: Löwdin spin population.
Geometry (Å):
1 Ru 0.550 0.529 0.500  3.4652
2 N -6.182 -0.380 -0.969  0.0000
3 C -5.099 0.374 -0.423  0.0000
4 C -3.875 0.636 -1.050  0.0001
5 C -2.892 1.284 -0.317  0.0004
6 C -3.139 1.734 0.982  0.0000
7 C -4.339 1.527 1.604  0.0000
8 C -5.341 0.901 0.876  0.0000
9 S -2.006 2.723 1.874  0.0069
10 O -1.464 3.705 0.995  0.0007
11 O -2.636 3.199 3.049  0.0067
12 N -0.831 1.635 2.135  0.0634
13 C -0.991 0.527 2.912  0.0116
14 N -0.045 -0.404 2.599  0.0666
15 C 0.046 -1.514 3.305  0.0106
16 C -0.736 -1.768 4.440  0.0035
17 C -1.697 -0.778 4.622  0.0035
18 N -1.936 0.300 3.877  0.0019
19 H -5.774 -1.164 -1.554  0.0000
20 H -6.729 -0.763 -0.259  0.0000
21 H -3.625 0.203 -2.038  0.0000
22 H -1.938 1.547 -0.709  0.0004
23 H -4.481 1.741 2.672  0.0000
24 H -6.292 0.681 1.321  0.0000
25 H 0.895 -2.179 3.017  0.0023
26 H -0.453 -2.517 5.196  0.0004
27 H -2.291 -0.732 5.516  0.0001
28 C 3.423 0.566 3.988  0.0014
29 C 3.489 -0.660 3.024  0.0043
30 C 3.963 -1.899 3.707  0.0013
31 C 4.305 -0.477 1.724  0.0163
32 C 5.669 -0.297 1.756  -0.0013
33 C 6.457 -0.404 0.616  0.0154
34 C 5.801 -0.540 -0.601  -0.0006
35 C 4.463 -0.710 -0.667  0.0163
36 C 3.774 -0.624 -2.037  0.0016
37 C 4.278 0.575 -2.894  0.0002
38 C 4.013 -1.988 -2.700  0.0031
39 C 3.682 -0.665 0.484  0.0238
40 N 2.298 -0.875 0.451  0.2979
41 C 1.846 -2.047 -0.019  0.2058
42 C 0.492 -2.340 -0.378  0.1583
43 N -0.388 -1.346 -0.529  0.3714
44 C -1.671 -1.862 -1.110  0.0209
45 C -2.597 -2.426 -0.252  0.0079
46 C -3.777 -2.994 -0.844  -0.0009
47 C -3.838 -2.976 -2.263  0.0036
48 C -2.940 -2.383 -3.099  -0.0001
49 C -1.817 -1.781 -2.504  0.0083
50 C -0.809 -1.032 -3.388  0.0026
51 C -0.305 -2.078 -4.373  0.0014
52 C -1.452 0.180 -3.917  0.0002
53 C -2.344 -2.512 1.212  0.0021
54 C -1.769 -3.913 1.640  0.0040
55 C -3.552 -2.128 2.083  0.0003
56 H 2.944 0.213 4.836  0.0001
57 H 2.878 1.300 3.474  0.0013
58 H 4.457 0.886 4.227  0.0001
59 H 2.470 -0.889 2.772  0.0013
60 H 4.990 -2.014 4.034  0.0002
61 H 3.837 -2.738 2.962  0.0004
62 H 3.331 -2.003 4.634  0.0001
63 H 6.228 -0.246 2.673  -0.0002
64 H 7.575 -0.306 0.653  0.0010
65 H 6.402 -0.512 -1.509  0.0000
66 H 2.712 -0.513 -1.846  0.0024
67 H 5.218 0.489 -3.425  0.0000
68 H 4.336 1.421 -2.208  0.0000
69 H 3.478 0.706 -3.637  0.0001
70 H 5.117 -2.077 -2.884  0.0006
71 H 3.505 -2.073 -3.705  0.0002
72 H 3.724 -2.786 -2.097  0.0008
73 H 2.593 -2.815 -0.276  0.0121
74 H 0.220 -3.305 -0.816  0.0083
75 H -4.576 -3.550 -0.255  0.0001
76 H -4.729 -3.392 -2.724  0.0003
77 H -3.076 -2.344 -4.164  0.0001
78 H 0.020 -0.758 -2.785  0.0013
79 H -0.987 -2.487 -5.107  0.0003
80 H 0.021 -2.970 -3.745  0.0004
81 H 0.502 -1.532 -4.863  0.0000
82 H -2.394 -0.077 -4.397  0.0000
83 H -0.805 0.708 -4.610  0.0000
84 H -1.740 0.774 -3.034  0.0000
85 H -1.521 -1.771 1.450  0.0004
86 H -2.517 -4.689 1.442  0.0006
87 H -1.478 -3.835 2.683  0.0000
88 H -0.773 -4.202 1.125  0.0026
89 H -4.456 -2.381 1.618  0.0000
90 H -3.620 -1.073 2.418  0.0000
91 H -3.455 -2.716 2.994  0.0000
92 F -2.824 6.427 -1.333  0.0000
93 C -1.553 6.036 -1.080  0.0000
94 C -0.884 5.120 -1.772  0.0001
95 N 0.412 4.778 -1.358  0.0005
96 C 1.106 3.821 -2.190  0.0036
97 C 0.921 2.358 -1.992  0.0192
98 O 1.357 1.652 -2.892  0.0128
99 O 0.254 2.054 -0.973  0.1174
100 C 1.049 5.286 -0.220  0.0000
101 O 2.189 4.941 0.075  0.0004
102 N 0.291 6.263 0.418  0.0000
103 C -0.978 6.716 0.017  0.0000
104 O -1.554 7.612 0.649  0.0000
105 H -1.263 4.495 -2.581  0.0001
106 H 2.164 4.117 -2.111  0.0006
107 H 0.931 4.015 -3.240  0.0003
108 H 0.557 6.453 1.390  0.0000

As for the expectation value of S²: 8.7720. The multiplicity is 6. The LUMO energy (alpha / beta) comes out at 2.4 / 1.8 eV. Its max |F| is 4.0 eV/Å. The HOMO energy (alpha / beta) comes out at -0.1537 / -0.2134 Eh. Its net charge is -1. The value obtained for the total energy is -3112.31361 a.u. The molar mass comes out at 914.04 g/mol. For the energy above the lowest of the compared OMol25 structures with the same formula, charge and spin, the calculation gives 0.0 kJ/mol.